36
Properties=species:S:1:pos:R:3 method="wB97M-V/def2-TZVPD" e_homo_ev=-0.9 relative_energy_ev=0.381 homo_lumo_gap_ev=5.3 charge=-2 total_energy_ha=-2265.63768
Au -0.07 -2.41 0.45
O 4.37 -0.67 0.69
C 3.19 -1.07 0.79
O 2.71 -2.21 0.66
C 2.17 0.07 1.19
P 0.51 -0.18 0.49
C 0.69 0.56 -1.17
C 0.29 1.85 -1.51
C 0.42 2.30 -2.82
C 0.95 1.47 -3.79
C 1.34 0.18 -3.46
C 1.20 -0.28 -2.16
C -0.56 1.00 1.40
C -1.89 0.64 1.57
C -2.77 1.48 2.24
C -2.31 2.69 2.76
C -0.98 3.05 2.60
C -0.10 2.21 1.92
H 2.62 1.03 0.91
H 2.06 0.04 2.28
H -0.13 2.51 -0.76
H 0.11 3.31 -3.07
H 1.05 1.82 -4.81
H 1.74 -0.49 -4.21
H 1.47 -1.29 -1.90
H -2.24 -0.32 1.19
H -3.80 1.18 2.37
H -2.99 3.34 3.29
H -0.62 3.99 3.01
H 0.93 2.49 1.81
S -2.76 -2.77 0.01
O -1.53 -6.56 -0.52
S -1.25 -5.14 -0.41
O -2.70 -4.50 -0.25
O -0.50 -4.79 0.81
O -0.63 -4.55 -1.59